[1]
ORCA calculation (ωB97M-V with the def2-TZVPD basis set) on C16H16IN5RuS2 as an isolated structure.

As for the spin multiplicity: 6. For the HOMO-LUMO gap (spin up / spin down), the calculation gives 6.5 / 6.3 eV. The calculation puts the molar mass at 570.45 g/mol. As for the LUMO energy (spin up / spin down): -0.1014 / -0.1732 Eh. As for the energy relative to the best compared isomer or geometry (same formula, charge and spin): 0.384 eV. As for the total charge: +1.

Last column: Mulliken spin population.
Atoms and positions in Å:
Ru 1.2293 0.6060 -0.7095  3.061
C 2.3113 -3.6982 1.6422  0.007
S 3.0542 -2.1722 2.3233  0.046
C 2.0212 -1.0242 1.5805  0.118
S 2.4832 0.6682 1.0316  0.448
N 0.7179 -1.2812 1.5111  0.003
N 0.0423 -0.2830 0.9026  0.304
C -1.2117 -0.1282 1.3449  0.195
C -1.8701 1.1075 1.4628  0.097
C -2.7021 1.1691 2.5384  -0.048
C -3.1229 2.3445 3.0875  0.153
C -2.8567 3.5373 2.3760  0.007
C -2.1604 3.4240 1.1671  0.106
N -1.6517 2.2283 0.7174  0.161
H 2.8857 -4.4836 2.0967  0.001
H 2.3983 -3.7991 0.5284  0.002
H 1.2307 -3.6269 1.9237  0.000
H -1.6035 -0.9733 1.9529  0.026
H -3.1135 0.2981 3.0411  0.004
H -3.6871 2.4093 4.0573  0.005
H -3.0032 4.5329 2.8449  0.002
H -1.7413 4.2649 0.6383  0.019
C -0.6063 1.0271 -2.6115  -0.132
C 0.5417 1.8088 -2.2336  0.243
C 0.2415 2.3992 -0.9306  -0.146
C -1.2608 2.2767 -0.7040  -0.104
C -1.5376 1.1568 -1.5677  0.366
H -0.6114 0.4548 -3.5327  -0.003
H 1.2088 2.1724 -3.0342  -0.012
H 0.8411 3.2160 -0.4994  0.003
H -1.9007 3.2059 -0.9879  0.009
H -2.5532 0.7127 -1.4434  -0.008
I 3.6410 -4.2136 -3.9917  0.002
C 2.3360 -3.0614 -2.8555  0.006
C 1.1514 -3.3968 -2.1678  0.028
N 0.7587 -2.3572 -1.4209  0.023
N 1.6342 -1.2299 -1.6663  -0.007
C 2.5886 -1.7113 -2.5018  0.011
H 0.5733 -4.3460 -2.2091  0.001
H -0.0975 -2.1660 -0.8906  -0.001
H 3.4012 -1.0686 -2.8107  0.003

[2]
ORCA calculation (ωB97M-V with the def2-TZVPD basis set) on C16H16N4O3S in the gas phase.

For the HOMO-LUMO gap, the calculation gives 8.0 eV. The calculation puts the molar mass at 344.40 g/mol. As for the LUMO energy: -0.0016 Eh. As for the energy relative to the best compared isomer or geometry (same formula, charge and spin): 0.000 eV. The SMILES is Cc1ccc(C(=O)CSc2nc3c([nH]2)c(=O)n(C)c(=O)n3C)cc1.

Last column: natural (NBO) charge in e.
Atoms and positions in Å:
C -7.0081 -1.8276 -0.0106  -0.633
C -5.8369 -0.8985 0.0083  0.023
C -6.0238 0.4807 -0.0021  -0.225
C -4.9434 1.3364 -0.0056  -0.148
C -3.6381 0.8381 0.0015  -0.121
C -3.4477 -0.5444 0.0110  -0.186
C -4.5359 -1.3935 0.0141  -0.215
H -4.3769 -2.4623 0.0227  0.212
H -2.4530 -0.9625 0.0174  0.216
C -2.5299 1.8104 -0.0001  0.547
O -2.7024 3.0086 -0.0084  -0.533
C -1.1247 1.2490 0.0089  -0.620
H -0.9181 0.6457 -0.8745  0.258
H -0.9255 0.6570 0.9017  0.257
S 0.0184 2.6701 0.0043  0.324
C 1.4895 1.7593 0.0039  0.221
N 1.5630 0.4377 0.0036  -0.541
C 2.8895 0.1678 0.0026  0.361
C 3.6356 1.3338 0.0023  -0.097
N 2.7050 2.3526 0.0033  -0.499
H 2.9054 3.3386 0.0034  0.440
C 5.0644 1.3309 0.0005  0.643
O 5.8056 2.2930 0.0003  -0.608
N 5.5652 0.0224 -0.0010  -0.450
C 4.8488 -1.1643 -0.0010  0.797
O 5.3955 -2.2467 -0.0030  -0.638
N 3.4708 -1.0595 0.0011  -0.411
C 2.6526 -2.2517 0.0025  -0.413
H 1.9990 -2.2486 -0.8695  0.208
H 3.3187 -3.1115 -0.0265  0.251
H 2.0416 -2.2786 0.9049  0.207
C 7.0162 -0.0800 -0.0031  -0.418
H 7.4127 0.4005 -0.8974  0.213
H 7.2850 -1.1324 0.0144  0.245
H 7.4160 0.4323 0.8717  0.214
H -5.0821 2.4071 -0.0121  0.235
H -7.0269 0.8817 -0.0063  0.214
H -7.8585 -1.3913 0.5079  0.221
H -6.7588 -2.7801 0.4506  0.220
H -7.3075 -2.0204 -1.0415  0.228

[3]
ORCA calculation (ωB97M-V with the def2-TZVPD basis set) on C16H16N4O3SV as an isolated structure.

As for the spin multiplicity: 2. For the HOMO-LUMO gap (spin up / spin down), the calculation gives 4.4 / 5.0 eV. The calculation puts the molar mass at 395.34 g/mol. As for the LUMO energy (spin up / spin down): -0.3375 / -0.3158 Eh. As for the total charge: +2.

Last column: Mulliken spin population.
Atoms and positions in Å:
V 0.5105 0.5600 -0.1050  1.145
O -3.8470 -2.6201 0.7296  -0.002
C -4.2688 -1.3491 1.0524  -0.002
C -5.6758 -1.2419 1.2632  0.000
C -6.1697 0.0705 1.4748  -0.001
C -5.2311 1.1392 1.6962  -0.001
C -3.8526 0.9822 1.4514  0.001
C -3.2933 -0.3201 1.1816  -0.002
C -1.9387 -0.4484 0.6676  -0.010
O -1.1815 0.5914 0.6484  -0.013
N -1.5000 -1.3767 -0.0310  -0.006
N -0.1225 -1.3015 -0.2268  -0.049
C 0.7485 -2.2238 -0.4257  0.025
C 2.2014 -2.0845 -0.3267  0.001
C 2.9021 -3.2018 -0.8343  0.011
C 4.3088 -3.1533 -0.9539  -0.010
C 4.9207 -2.1469 -0.2581  0.009
C 4.3275 -1.0512 0.2872  -0.009
C 2.9552 -1.0282 0.0497  -0.007
O 2.1940 0.0982 0.3350  -0.040
H -3.0417 -2.4742 0.0949  0.000
H -6.2753 -2.1551 1.0514  0.000
H -7.2617 0.2285 1.4582  0.000
H -5.7584 2.1070 1.8271  0.000
H -3.4461 1.9986 1.4166  0.000
H 0.3964 -3.1237 -0.8354  -0.001
H 2.3915 -4.0763 -1.1915  0.000
H 4.7017 -4.0132 -1.5278  0.000
H 5.9697 -2.1505 -0.2304  0.000
H 4.9958 -0.1834 0.5514  0.000
C 2.0387 3.3059 0.4714  0.002
N 1.0967 2.6960 -0.4024  -0.003
C 1.3302 2.5379 -1.7822  0.006
N 2.2741 3.2394 -2.4071  0.000
S 0.3741 1.4037 -2.4704  -0.047
H 1.5479 3.8957 1.2314  -0.001
H 2.6578 4.0495 -0.1406  0.001
H 2.7252 2.6477 0.9520  0.004
H 0.1749 3.1296 -0.2171  0.000
H 2.6128 4.1009 -2.1833  0.000
H 2.5080 2.9419 -3.3420  0.000

[4]
ORCA calculation (ωB97M-V with the def2-TZVPD basis set) on C16H16N4O4 in the gas phase.

For the HOMO-LUMO gap, the calculation gives 8.1 eV. The calculation puts the molar mass at 328.33 g/mol. As for the LUMO energy: -0.0142 Eh. As for the energy relative to the best compared isomer or geometry (same formula, charge and spin): 4.574 eV. The SMILES is O=C(Nc1cccnc1)c1ccc(N2CCOCC2)c([N+](=O)[O-])c1.

Last column: natural (NBO) charge in e.
Atoms and positions in Å:
O 3.1730 0.3038 -1.6004  -0.590
C 2.1007 -0.2486 -1.4975  0.678
N 1.6088 -1.1581 -2.3959  -0.596
C 2.2146 -1.6493 -3.5506  0.101
C 1.4845 -2.5124 -4.3675  -0.201
C 2.0742 -3.0195 -5.5100  -0.244
C 3.3793 -2.6462 -5.7966  0.013
N 4.0772 -1.8294 -5.0278  -0.394
C 3.5224 -1.3398 -3.9378  0.005
H 4.1326 -0.6748 -3.3466  0.234
H 3.8890 -3.0144 -6.6764  0.193
H 1.5327 -3.6887 -6.1605  0.221
H 0.4684 -2.7783 -4.1050  0.206
H 0.6611 -1.4792 -2.2501  0.398
C 1.1757 0.0225 -0.3597  -0.203
C 1.2291 1.2671 0.2417  -0.116
C 0.4174 1.5815 1.3252  0.008
C -0.5346 0.6577 1.8226  0.234
N -1.4467 0.9970 2.7681  -0.392
C -2.1880 0.0248 3.5335  -0.249
H -2.2385 0.3998 4.5617  0.205
C -3.6104 -0.1230 2.9610  -0.074
O -4.0382 1.0867 2.3706  -0.519
C -3.5386 2.2116 3.0526  -0.085
H -4.0336 3.0786 2.6138  0.209
C -2.0113 2.3271 2.8646  -0.234
H -1.5636 2.8870 3.6963  0.220
H -1.8055 2.8640 1.9349  0.205
H -3.8016 2.1615 4.1183  0.163
H -3.6477 -0.8680 2.1625  0.188
H -4.3044 -0.4240 3.7604  0.171
H -1.6693 -0.9313 3.5569  0.223
C -0.5047 -0.6294 1.2471  -0.278
C 0.3185 -0.9361 0.1925  -0.138
H 0.3021 -1.9444 -0.1965  0.213
H -1.1713 -1.3924 1.6147  0.218
N 0.7091 2.8172 1.9851  0.512
O 1.1247 3.7389 1.3121  -0.376
O 0.5761 2.8590 3.1967  -0.391
H 1.9369 2.0015 -0.1142  0.264

[5]
ORCA calculation (ωB97M-V with the def2-TZVPD basis set) on C16H17BCl4NO5SiV as an isolated structure.

As for the spin multiplicity: 2. For the HOMO-LUMO gap (spin up / spin down), the calculation gives 7.5 / 7.1 eV. The calculation puts the molar mass at 534.97 g/mol. As for the LUMO energy (spin up / spin down): 0.0888 / 0.0604 Eh. As for the energy relative to the best compared isomer or geometry (same formula, charge and spin): 2.151 eV. As for the total charge: -1.

Last column: Mulliken spin population.
Atoms and positions in Å:
V 0.0610 0.5366 0.4528  0.021
O 1.1781 2.7498 0.6759  0.001
C 1.7139 1.6590 0.8877  -0.003
O 1.1840 0.8164 1.8203  0.000
C 2.8887 1.1853 0.0330  0.000
C 3.2730 -0.2479 0.3922  0.000
C 4.5497 -0.6675 -0.3440  0.000
C 4.0100 -0.9276 -1.7733  0.000
C 2.5427 -0.5301 -1.6136  0.012
O 2.2358 -0.9841 -0.2827  0.000
C 2.4264 0.9983 -1.4777  -0.011
C 1.0115 1.4903 -1.7647  0.011
O 0.8074 2.4866 -2.3840  0.001
O 0.0226 0.6808 -1.2720  0.008
H 3.7034 1.9042 0.1077  0.000
H 3.2476 -0.4611 1.4539  0.000
H 5.3096 0.1132 -0.3082  0.000
H 4.9645 -1.5726 0.0961  0.000
H 4.5148 -0.3470 -2.5457  0.000
H 4.0754 -1.9823 -2.0364  0.001
H 1.8579 -0.9767 -2.3286  -0.008
H 3.0647 1.5349 -2.1741  -0.002
Cl -2.3966 3.4450 1.3772  0.000
Si -2.0430 1.4077 1.1180  -0.002
Cl -3.5446 0.7917 -0.2109  0.000
Cl -2.6090 0.5724 2.9532  0.000
Cl -0.2248 -0.3540 -4.4954  0.014
C 0.0865 -2.0194 -4.1067  0.199
C 0.9381 -2.7359 -4.9213  -0.107
C 1.2420 -4.0606 -4.6197  0.223
C 0.6837 -4.6567 -3.4866  -0.100
C -0.1663 -3.9404 -2.6748  0.186
C -0.5151 -2.5920 -2.9562  -0.017
C -1.3996 -1.9090 -2.1160  0.495
H 1.3651 -2.2563 -5.7926  -0.003
H 1.9106 -4.6190 -5.2626  0.020
H 0.9204 -5.6850 -3.2444  -0.005
H -0.5924 -4.3901 -1.7846  0.022
H -1.7814 -2.3989 -1.2306  0.061
H -1.6881 -0.8835 -2.2908  0.000
B -1.1289 -3.7899 1.4997  0.003
C -0.7355 -2.3178 1.1110  0.001
N -0.4644 -1.2297 0.8263  -0.022
H -0.1190 -4.4016 1.7977  0.000
H -1.9295 -3.7189 2.4130  0.000
H -1.6520 -4.2621 0.4946  0.000

[6]
ORCA calculation (ωB97M-V with the def2-TZVPD basis set) on C16H17Cl2F3I2N6O3Se3TeTi as an isolated structure.

As for the spin multiplicity: 2. For the HOMO-LUMO gap (spin up / spin down), the calculation gives 5.3 / 5.2 eV. The calculation puts the molar mass at 1135.41 g/mol. As for the LUMO energy (spin up / spin down): 0.0592 / 0.0573 Eh. As for the energy relative to the best compared isomer or geometry (same formula, charge and spin): 3.449 eV. As for the total charge: -1.

Last column: Mulliken spin population.
Atoms and positions in Å:
Ti 0.1969 -0.2727 -0.1066  0.878
Se -3.6484 -0.8616 2.4066  0.003
Se -3.3228 -1.8449 0.3648  0.004
Te -3.2470 1.4737 -1.3805  -0.002
Se -1.9920 -0.6161 -1.0735  -0.017
C -1.9327 3.3516 2.2725  0.001
N -1.5940 2.1593 3.0249  0.000
C -2.2351 1.9460 4.3105  0.000
C -1.0809 1.1076 2.3471  -0.005
N -0.9313 1.0470 1.0693  -0.028
N -0.5953 0.0729 3.1384  0.011
C -0.5844 -1.2361 2.7130  0.025
N -0.7499 -2.1558 3.7068  0.005
N -0.2935 -1.5520 1.4958  -0.005
H -2.1392 4.1590 2.9709  0.000
H -2.8142 3.2068 1.6365  0.000
H -1.0824 3.6453 1.6510  -0.001
H -2.8297 2.8167 4.5611  0.000
H -1.4969 1.7993 5.1035  0.000
H -2.9142 1.0871 4.2496  0.000
H -1.4495 1.7758 0.5613  0.010
H -0.7900 0.1705 4.1242  -0.001
H -1.3646 -1.8875 4.4632  0.001
H -0.9080 -3.1034 3.3950  0.000
H -0.4029 -2.5598 1.3809  0.007
I 0.2875 3.0292 -3.8541  0.001
C 0.9525 3.2579 -1.8663  0.048
C 1.4382 4.4610 -1.3913  -0.014
C 1.9034 4.5508 -0.0914  0.046
I 2.5129 6.4516 0.6314  0.000
C 1.9922 3.4327 0.7544  -0.017
C 2.4848 3.4011 2.0750  0.029
C 2.5675 2.1851 2.7352  -0.015
C 2.1421 1.0198 2.1163  0.028
N 1.5983 1.0201 0.8959  -0.017
C 1.5216 2.1984 0.2328  0.012
C 0.9168 2.1217 -1.0518  -0.022
O 0.3505 0.9984 -1.3876  -0.031
H 1.4447 5.3260 -2.0348  -0.001
H 2.8185 4.3102 2.5508  0.003
H 2.9712 2.1391 3.7364  -0.001
H 2.2472 0.0552 2.5964  0.002
Cl 1.9123 -2.3236 -4.9903  0.000
C 1.6037 -1.0158 -3.8359  0.000
Cl 0.0200 -1.1799 -3.1052  0.000
H 1.6412 -0.0642 -4.3658  0.001
H 2.3367 -1.0811 -3.0297  0.002
F 0.9618 -4.1884 0.7002  0.001
C 1.1680 -3.3146 -0.2961  -0.003
F -0.0610 -2.9982 -0.7935  0.001
F 1.8054 -3.9657 -1.2733  0.001
C 1.9092 -1.9975 0.1113  0.022
O 2.5209 -1.9784 1.1619  0.042
O 1.8069 -1.1435 -0.8050  -0.003